{
  "formula": "C18H42O13P2S",
  "method": "ωB97M-V with the def2-TZVPD basis set",
  "elements": ["O", "C", "C", "O", "S", "O", "O", "C", "C", "C", "C", "O", "H", "H", "H", "H", "H", "H", "H", "H", "H", "H", "H", "H", "O", "P", "O", "C", "C", "O", "C", "C", "O", "C", "C", "H", "H", "H", "H", "H", "H", "H", "H", "H", "H", "H", "H", "H", "H", "H", "O", "P", "O", "C", "C", "O", "C", "C", "O", "C", "C", "H", "H", "H", "H", "H", "H", "H", "H", "H", "H", "H", "H", "H", "H", "H"],
  "xyz": [[6.407, 3.605, -3.063], [5.100, 3.923, -2.958], [3.991, 3.494, -4.133], [2.711, 4.080, -3.705], [1.414, 2.979, -3.849], [1.253, 2.784, -5.408], [1.764, 1.454, -3.169], [2.290, 1.580, -1.785], [2.570, 0.146, -1.040], [3.837, -0.710, -1.628], [4.619, -0.022, -2.893], [5.807, -0.844, -3.291], [4.790, 4.507, -1.966], [3.971, 2.319, -4.263], [4.322, 4.010, -5.157], [3.216, 2.288, -1.689], [1.414, 2.107, -1.167], [2.819, 0.361, 0.108], [1.577, -0.516, -1.016], [3.466, -1.818, -1.862], [4.645, -0.827, -0.757], [3.918, -0.027, -3.860], [5.015, 1.070, -2.646], [5.587, -1.828, -3.166], [-0.985, -1.699, -0.833], [-2.435, -2.045, -0.415], [-2.507, -3.405, -1.356], [-1.903, -4.579, -0.839], [-2.703, -5.153, 0.316], [-3.094, -0.949, -1.482], [-2.365, 0.182, -1.927], [-1.690, -0.116, -3.257], [-4.055, -2.431, 0.052], [-5.211, -2.139, -0.726], [-5.272, -2.844, -2.070], [-0.874, -4.366, -0.532], [-1.863, -5.310, -1.652], [-2.683, -4.478, 1.178], [-2.294, -6.117, 0.630], [-3.752, -5.287, 0.035], [-1.653, 0.526, -1.172], [-3.083, 0.999, -2.072], [-1.086, -1.029, -3.216], [-1.043, 0.713, -3.561], [-2.439, -0.279, -4.037], [-5.333, -1.055, -0.831], [-6.067, -2.477, -0.131], [-4.490, -2.502, -2.753], [-6.234, -2.653, -2.555], [-5.147, -3.925, -1.950], [1.490, 0.254, 2.606], [0.607, 0.246, 3.878], [-0.806, 0.452, 3.042], [-1.373, -0.701, 2.441], [-1.950, -1.643, 3.482], [0.944, 1.840, 4.225], [2.134, 2.461, 3.770], [1.875, 3.205, 2.468], [-0.380, 0.237, 5.299], [-0.884, 1.405, 5.939], [-1.843, 2.231, 5.098], [-0.623, -1.212, 1.829], [-2.172, -0.362, 1.775], [-1.158, -2.067, 4.106], [-2.486, -2.468, 3.004], [-2.638, -1.112, 4.149], [2.954, 1.745, 3.678], [2.439, 3.186, 4.534], [1.408, 2.563, 1.713], [2.806, 3.605, 2.055], [1.182, 4.036, 2.635], [-0.059, 2.012, 6.326], [-1.431, 1.052, 6.821], [-1.351, 2.683, 4.234], [-2.267, 3.045, 5.695], [-2.661, 1.611, 4.717]],
  "forces_ev_per_angstrom": [[-8.23, 1.86, 0.38], [5.95, -1.76, -0.61], [1.86, 0.85, 0.00], [0.51, -2.99, -0.14], [-1.32, 0.22, -4.78], [1.01, -0.03, 5.92], [1.76, 1.53, -0.01], [-1.02, 0.41, 2.46], [-0.19, -0.20, 0.31], [0.59, -0.19, 0.53], [-0.46, -1.04, -0.67], [-1.68, -0.73, 1.10], [0.17, -1.15, -2.22], [-0.03, 2.47, 0.34], [-0.65, -1.24, 2.31], [-1.59, -1.43, -0.57], [1.90, -1.04, -1.15], [-0.73, -0.08, -2.57], [2.14, 1.58, -0.28], [0.88, 2.45, 0.14], [-1.71, 0.28, -1.91], [1.26, 0.38, 2.24], [-0.77, -2.51, -0.50], [0.22, 2.33, -0.22], [-0.32, -0.32, 4.63], [-2.57, 0.12, -9.41], [0.51, -0.50, 0.74], [0.02, -0.52, -0.06], [-0.10, -0.10, 0.11], [-0.14, 0.20, 1.56], [0.24, 0.45, -0.63], [0.11, -0.12, -0.14], [2.44, 0.23, 2.90], [-0.85, 0.71, -0.43], [0.45, -0.09, -0.19], [0.03, -0.02, -0.06], [-0.01, 0.22, -0.01], [-0.01, -0.05, 0.04], [0.00, 0.10, -0.02], [0.20, 0.01, 0.02], [0.00, -0.19, -0.11], [-0.07, -0.22, 0.10], [0.00, 0.20, 0.18], [-0.09, -0.09, 0.01], [0.03, 0.12, 0.10], [0.12, -0.21, -0.10], [0.33, -0.10, 0.27], [-0.10, -0.01, 0.15], [-0.01, 0.03, 0.23], [-0.11, 0.13, 0.02], [0.75, -3.89, 2.52], [-3.39, 8.60, -2.43], [-0.11, -0.99, -0.30], [-0.16, -0.27, 0.01], [-0.10, -0.05, 0.12], [0.50, -1.07, 0.91], [0.34, 0.57, -0.32], [-0.11, 0.05, -0.22], [2.09, -3.12, -0.53], [0.08, 0.97, 0.70], [0.09, -0.04, -0.48], [-0.01, 0.08, -0.05], [0.03, 0.22, 0.02], [-0.05, -0.04, -0.02], [0.02, 0.02, 0.01], [0.09, -0.10, -0.16], [-0.21, 0.04, -0.12], [-0.19, -0.16, 0.02], [0.18, -0.08, 0.16], [-0.08, -0.01, 0.08], [0.13, -0.04, 0.06], [-0.15, -0.05, -0.21], [0.14, -0.38, -0.17], [-0.02, -0.09, 0.15], [0.08, -0.18, 0.13], [0.06, 0.08, 0.14]],
  "homo_ev": -9.91,
  "lumo_energy_ev": -2.457
}



{
  "formula": "C3H9NO",
  "method": "ωB97M-V with the def2-TZVPD basis set",
  "elements": ["C", "N", "H", "H", "H", "H", "H", "C", "C", "O", "H", "H", "H", "H"],
  "xyz": [[-1.780, 0.734, 0.299], [-0.637, -0.155, 0.267], [0.138, -0.363, -1.731], [-0.808, -1.053, 0.707], [-2.618, 0.258, -0.210], [-1.529, 1.652, -0.232], [-2.084, 0.995, 1.312], [0.631, 0.346, 0.483], [1.671, -0.358, 0.915], [0.734, -0.783, -2.362], [1.313, -1.350, -1.845], [0.748, 1.388, 0.210], [1.576, -1.394, 1.197], [2.647, 0.083, 0.990]],
  "forces_ev_per_angstrom": [[0.02, 0.02, -0.11], [-0.25, -0.26, -0.06], [0.08, -0.29, 0.14], [0.10, 0.16, -0.16], [-0.01, 0.09, 0.01], [-0.07, -0.03, -0.01], [-0.08, 0.10, 0.18], [0.14, 0.05, 0.30], [0.08, 0.03, 0.08], [-0.04, 0.01, -0.52], [-0.06, 0.15, 0.16], [-0.01, 0.08, -0.06], [-0.06, -0.23, 0.07], [0.15, 0.14, -0.01]],
  "e_above_lowest_kcal_mol": 30.4,
  "homo_ev": -8.46,
  "lumo_energy_ev": 0.974,
  "smiles": "C=CNC.O"
}



{
  "formula": "C3H5NO2",
  "method": "ωB97M-V with the def2-TZVPD basis set",
  "elements": ["C", "C", "C", "O", "N", "O", "H", "H", "H", "H", "H"],
  "xyz": [[-0.984, 0.605, 1.116], [0.784, -0.191, -0.333], [0.310, -1.155, -1.153], [1.685, 0.756, -0.335], [-0.111, -0.448, 0.632], [-0.727, -1.445, -0.418], [2.014, 0.880, -1.238], [0.655, -1.618, -2.069], [-1.379, 1.237, 0.313], [-0.431, 1.228, 1.827], [-1.816, 0.149, 1.659]],
  "forces_ev_per_angstrom": [[-0.67, -0.16, -0.19], [0.73, -1.71, -3.88], [4.20, 2.34, -2.33], [1.58, 1.60, 0.30], [-2.38, -1.35, 1.79], [-3.22, -0.15, 3.96], [-0.13, -0.02, 0.36], [-0.41, -0.30, 0.28], [0.04, -0.03, 0.00], [0.14, -0.25, -0.21], [0.14, 0.04, -0.07]],
  "e_above_lowest_kcal_mol": 115.8,
  "homo_ev": -7.46,
  "lumo_energy_ev": 0.648
}



{
  "formula": "C5H7N3O",
  "method": "ωB97M-V with the def2-TZVPD basis set",
  "elements": ["C", "C", "C", "C", "C", "H", "H", "H", "H", "H", "H", "H", "N", "N", "N", "O"],
  "xyz": [[-1.156, 1.697, -0.484], [-0.727, 0.252, -0.063], [0.443, -0.224, -0.964], [1.011, 0.073, 1.195], [-1.901, -0.653, -0.058], [-1.665, 1.699, -1.431], [-0.264, 2.356, -0.469], [-1.827, 2.046, 0.310], [0.453, 0.351, -1.838], [0.304, -1.277, -1.173], [3.125, -0.191, -1.093], [1.708, 0.023, 2.026], [1.583, 0.083, -0.078], [-0.215, 0.335, 1.303], [-2.792, -1.389, -0.011], [2.764, -0.635, -0.324]],
  "forces_ev_per_angstrom": [[0.31, -0.37, 1.30], [-0.73, 1.51, -0.69], [-0.56, -0.56, 1.58], [2.16, 0.58, 0.67], [-0.44, -0.57, -0.04], [-0.09, 0.10, -0.42], [-0.47, -0.47, -0.21], [0.01, 0.09, -0.35], [0.23, 0.68, -1.44], [0.52, -0.41, -0.11], [0.30, 0.25, -0.08], [-0.11, 0.00, 0.09], [-1.30, -0.11, -0.70], [-0.15, -0.98, 0.02], [0.81, 0.74, -0.15], [-0.50, -0.50, 0.54]],
  "e_above_lowest_kcal_mol": 62.2,
  "homo_ev": -9.50,
  "lumo_energy_ev": 0.449,
  "smiles": "C[C@@]1(C#N)CN(O)C=N1"
}



{
  "formula": "C11H10Cl2F2PmS3",
  "method": "ωB97M-V with the def2-TZVPD basis set",
  "elements": ["Pm", "Cl", "C", "C", "C", "C", "C", "Cl", "C", "S", "H", "H", "H", "C", "C", "S", "C", "C", "S", "H", "H", "H", "H", "H", "H", "F", "C", "F", "H"],
  "xyz": [[-0.493, 0.823, -0.494], [-0.326, 0.423, 2.239], [-1.356, -0.875, 2.781], [-1.509, -1.006, 4.150], [-2.307, -2.011, 4.660], [-2.945, -2.877, 3.785], [-2.785, -2.731, 2.421], [-3.623, -3.840, 1.393], [-1.980, -1.717, 1.845], [-1.827, -1.581, 0.125], [-1.001, -0.310, 4.805], [-2.433, -2.120, 5.729], [-3.574, -3.673, 4.160], [2.270, 0.773, -4.617], [1.737, 0.869, -3.194], [-0.039, 0.955, -3.139], [2.581, 0.896, -2.151], [4.080, 0.832, -2.329], [2.160, 0.983, -0.422], [1.435, 0.761, -5.313], [2.850, -0.143, -4.763], [2.910, 1.623, -4.867], [4.385, 0.794, -3.375], [4.471, -0.052, -1.818], [4.539, 1.706, -1.861], [-0.570, 2.993, 0.382], [-1.823, 2.869, -0.411], [-2.467, 1.852, 0.440], [-2.360, 3.784, -0.159]],
  "forces_ev_per_angstrom": [[-0.16, -0.43, -1.60], [0.27, -0.10, 0.96], [-0.32, -0.37, 0.02], [0.12, 0.18, 0.05], [-0.02, -0.05, 0.01], [-0.02, -0.03, 0.04], [0.22, 0.30, 0.09], [-0.08, -0.12, -0.06], [-0.12, -0.05, 0.03], [0.13, -0.04, -0.02], [0.00, -0.02, -0.01], [0.00, 0.00, 0.00], [-0.01, 0.00, -0.03], [-0.02, 0.01, 0.12], [0.01, -0.05, -0.21], [0.29, -0.09, 0.08], [0.12, -0.03, 0.04], [-0.13, -0.01, -0.04], [0.21, -0.05, -0.10], [0.02, 0.00, -0.05], [0.00, 0.02, -0.04], [0.00, -0.02, -0.03], [0.01, 0.00, 0.04], [0.06, 0.02, -0.01], [0.06, -0.02, 0.00], [-0.18, 0.78, 0.38], [0.05, -0.32, 0.11], [-0.55, 0.47, 0.30], [0.01, 0.02, -0.06]],
  "multiplicity": 5,
  "homo_ev": [-3.75, -3.75],
  "charge": -1,
  "lumo_energy_ev": [2.664, 2.664]
}



| no. | strongest force on any atom (eV/A) |
| --- | --- |
| 1 | 9.751 |
| 2 | 0.525 |
| 3 | 5.339 |
| 4 | 2.338 |
| 5 | 1.662 |